[1]
Here is C26H25MnN3S4 as an isolated structure from OMol25. Energies are from wB97M-V/def2-TZVPD.

Atoms and positions in Å:
Mn -1.10889 -0.18491 -0.15943
C -4.36209 -0.76785 3.64362
S -3.31056 0.67911 3.92662
C -2.36423 0.56957 2.40548
S -1.43972 -0.82267 2.09033
N -2.47517 1.62360 1.65081
N -1.81874 1.45750 0.44681
C -1.82808 2.50365 -0.35393
C -1.33738 2.23251 -1.66101
C -1.26007 3.16817 -2.70859
C -0.83658 2.74943 -3.94611
C -0.50146 1.40160 -4.13523
C -0.59094 0.53827 -3.06370
N -0.98016 0.93726 -1.85077
H -5.06061 -0.82893 4.47943
H -3.75365 -1.66818 3.59469
H -4.90453 -0.64978 2.70687
H -2.24249 3.45540 -0.04700
H -1.53801 4.19817 -2.52343
H -0.76795 3.45384 -4.76756
H -0.17889 1.03147 -5.09959
H -0.35947 -0.51867 -3.13897
C -4.60531 -3.29542 -0.57948
C -3.27471 -2.59024 -0.70871
S -3.34221 -0.83375 -0.72285
C -2.10474 -3.24503 -0.79876
C -2.01127 -4.75045 -0.74476
S -0.56302 -2.40809 -0.93604
H -5.41328 -2.60233 -0.81837
H -4.77567 -3.65181 0.44396
H -4.69012 -4.16035 -1.24540
H -2.91104 -5.24543 -1.12128
H -1.84819 -5.09581 0.28312
H -1.15627 -5.09049 -1.33324
C 6.09783 -1.20961 0.19265
C 5.34575 -0.51917 1.13814
C 3.99919 -0.26981 0.93754
C 3.34051 -0.68662 -0.23240
C 4.11211 -1.41499 -1.15232
C 5.46023 -1.66565 -0.95328
C 1.90906 -0.50211 -0.51933
C 0.97282 0.28165 0.06732
C 1.42939 1.43879 0.86653
C 2.35454 2.34101 0.30962
C 2.75600 3.48593 0.97540
C 2.24330 3.78504 2.23318
C 1.31535 2.91756 2.79527
C 0.90680 1.77639 2.12113
H 7.15101 -1.40571 0.35753
H 5.81579 -0.17893 2.05481
H 3.43611 0.24090 1.70615
H 3.61876 -1.79510 -2.04036
H 6.01598 -2.23081 -1.69440
H 1.58086 -1.17640 -1.30752
H 2.75007 2.11898 -0.67485
H 3.47424 4.15298 0.50935
H 2.54915 4.68413 2.75650
H 0.89192 3.13492 3.77003
H 0.18875 1.10727 2.57576

Cartesian forces (eV/Å) of the 2 atoms listed first:
Mn -0.2 0.3 -0.4
C 0.1 0.0 0.0

Summary:
Net charge = -2
Maximum force = 0.63 eV/A
Kohn-Sham gap (alpha / beta) = 4.61 / 4.76 eV
Expectation value of S² = 0.9154
E_LUMO (alpha / beta) = 4.576 / 4.569 eV
Spin multiplicity = 2

[2]
Here is C48H56N6OP3RbS as an isolated structure in a non-equilibrium geometry from OMol25. Energies are from wB97M-V/def2-TZVPD.

Atoms and positions in Å:
Rb 0.31357 0.80686 -0.83200
C 3.57572 -1.71472 1.99756
N 2.71490 -1.24337 0.89984
P 3.30190 0.04410 -0.10368
C 3.30315 1.46104 1.05772
C 4.02235 2.60942 0.71364
C 3.95508 3.74598 1.50357
C 3.15497 3.76190 2.64170
C 2.42604 2.63416 2.98330
C 2.49601 1.49049 2.19146
C 5.07433 -0.30857 -0.32459
C 6.05826 -0.01359 0.62125
C 7.37692 -0.37721 0.39860
C 7.72774 -1.04336 -0.76961
C 6.76127 -1.33561 -1.72084
C 5.44231 -0.96170 -1.50041
P 1.73772 -2.34581 0.01033
C 2.86092 -3.61281 -0.66921
C 3.04513 -3.60102 -2.05183
C 3.94825 -4.46383 -2.66147
C 4.68273 -5.34634 -1.88497
C 4.50689 -5.37353 -0.50522
C 3.60026 -4.51698 0.09932
C 0.85968 -3.23605 1.34276
C 0.30655 -2.51857 2.40317
C -0.50471 -3.14536 3.33987
C -0.78088 -4.50172 3.22542
C -0.23910 -5.22653 2.17257
C 0.57628 -4.59904 1.23781
H 3.96352 -0.85578 2.54358
H 4.42259 -2.29285 1.62479
H 3.00286 -2.32546 2.69364
H 4.65510 2.60570 -0.16732
H 4.54252 4.61770 1.24180
H 3.11631 4.64462 3.26842
H 1.81872 2.63266 3.87993
H 1.93815 0.60538 2.47414
H 5.79820 0.51074 1.53312
H 8.13339 -0.14156 1.13636
H 8.75842 -1.32679 -0.93995
H 7.03514 -1.84337 -2.63674
H 4.68907 -1.17959 -2.24971
H 2.48758 -2.89225 -2.65611
H 4.08375 -4.44164 -3.73556
H 5.39334 -6.01660 -2.35210
H 5.07954 -6.06501 0.09941
H 3.46162 -4.56135 1.17332
H 0.52166 -1.46046 2.50410
H -0.91144 -2.57742 4.16733
H -1.40112 -4.99381 3.96343
H -0.43187 -6.28943 2.09232
H 1.02663 -5.18531 0.44345
O -2.03145 1.40898 -0.64427
S -2.45275 2.33584 -1.75886
C -2.52433 4.03204 -1.04493
C -2.52781 4.06690 0.45886
C -1.34970 3.80829 1.15806
C -1.32670 3.84582 2.54348
C -2.48482 4.14808 3.24909
C -3.65931 4.41428 2.56027
C -3.68096 4.36964 1.17256
C -4.20470 2.03212 -2.08068
C -5.14936 2.14504 -0.91831
C -6.20885 3.04347 -1.00061
C -7.10908 3.17619 0.04876
C -6.95410 2.40991 1.19498
C -5.89969 1.50882 1.28413
C -5.00460 1.37130 0.23381
H -3.40020 4.51740 -1.47803
H -1.62723 4.50107 -1.44858
H -0.44110 3.59034 0.60814
H -0.40183 3.64947 3.07153
H -2.46886 4.18710 4.33091
H -4.56313 4.66248 3.10222
H -4.60465 4.57740 0.64410
H -4.19610 1.03318 -2.52379
H -4.46733 2.73515 -2.87497
H -6.33508 3.64564 -1.89427
H -7.93049 3.87645 -0.03169
H -7.65318 2.51274 2.01521
H -5.76903 0.91918 2.18310
H -4.16099 0.69788 0.32618
C 2.43352 6.47619 -2.29185
N 1.79317 5.70215 -1.22580
C 1.66016 6.31256 0.09938
C 1.42935 4.45547 -1.42969
N 1.08966 3.35847 -1.60654
H 3.46492 6.70534 -2.02321
H 1.88854 7.40680 -2.44464
H 2.42418 5.90338 -3.21450
H 2.64042 6.61680 0.46746
H 1.23040 5.59354 0.79161
H 1.01290 7.18738 0.04231
C -4.17867 -4.23751 -2.55113
N -2.64640 -4.29393 -2.41534
C -2.30840 -4.58343 -0.93738
N -2.91555 -3.62812 -0.08423
C -4.36280 -3.61128 -0.27663
N -4.72899 -3.28476 -1.65416
C -4.38586 -1.90124 -2.00238
P -2.55675 -1.52031 -1.89054
C -2.01137 -3.00616 -2.87459
C -2.31533 -2.29516 -0.21491
H -4.53414 -5.24169 -2.32356
H -4.39121 -3.99201 -3.59009
H -2.29633 -5.06474 -2.98457
H -1.22300 -4.56486 -0.85429
H -2.68552 -5.58634 -0.73946
H -4.80337 -2.87473 0.39206
H -4.76584 -4.59318 -0.02758
H -4.93057 -1.22301 -1.34374
H -4.72844 -1.69400 -3.01812
H -0.92988 -3.12274 -2.79482
H -2.26526 -2.86222 -3.92457
H -2.75423 -1.63685 0.53721
H -1.24973 -2.35843 0.00426

Cartesian forces (eV/Å) of the 2 atoms listed first:
Rb 1.2 -0.5 0.0
C -0.1 0.0 0.0

Summary:
Net charge = +2
Maximum force = 1.48 eV/A
Kohn-Sham gap = 8.02 eV
E_LUMO = -4.311 eV

[3]
Here is C42H33BrN5PRu as an isolated structure in a non-equilibrium geometry from OMol25. Energies are from wB97M-V/def2-TZVPD.

Atoms and positions in Å:
Ru -0.13745 -0.06884 -0.23522
C -3.11462 -4.89853 -0.79194
C -2.92322 -4.76507 0.57860
C -1.92803 -3.93415 1.06181
C -1.14781 -3.21222 0.16869
C -1.32444 -3.35363 -1.19845
C -2.30278 -4.20347 -1.67964
N -0.19595 -2.25335 0.61039
N 0.15351 -2.37367 1.77655
C 0.62243 -1.19863 2.38320
C 1.20876 -1.29437 3.63273
C 1.60119 -0.13990 4.27887
C 1.36375 1.07916 3.66471
C 0.78520 1.09012 2.41213
N 0.43166 -0.02772 1.76809
H -3.89636 -5.54719 -1.16563
H -3.54619 -5.31894 1.26933
H -1.75212 -3.81934 2.12272
H -0.68365 -2.79654 -1.86713
H -2.43434 -4.33167 -2.74805
H 1.35107 -2.28031 4.05746
H 2.08028 -0.18656 5.24997
H 1.63175 2.01218 4.14114
H 0.59728 2.01636 1.89428
N -0.38870 0.05446 -2.20675
C -0.37721 0.39099 -3.29464
C -0.36729 0.83465 -4.66597
C 0.19952 0.04144 -5.65975
C 0.20385 0.49432 -6.96804
C -0.35394 1.72788 -7.28001
C -0.91516 2.51846 -6.28451
C -0.92058 2.07680 -4.97215
H 0.63667 -0.91577 -5.40269
H 0.64268 -0.11760 -7.74569
H -0.34673 2.07825 -8.30609
H -1.34938 3.47944 -6.53005
H -1.34855 2.68446 -4.18329
N -2.00906 0.07691 0.20324
P -3.18448 1.08696 -0.15833
C -2.80487 2.75773 0.38621
C -1.96184 3.56109 -0.38352
C -1.55677 4.80039 0.09205
C -1.96817 5.22681 1.35003
C -2.79753 4.42568 2.12350
C -3.21757 3.19088 1.64413
C -4.69408 0.50914 0.63718
C -4.59509 -0.49603 1.60021
C -5.75076 -1.04633 2.14451
C -6.99558 -0.60413 1.72014
C -7.09500 0.40588 0.77007
C -5.94868 0.96097 0.22517
C -3.61835 1.19378 -1.91926
C -4.04671 2.36105 -2.55359
C -4.39857 2.33378 -3.90056
C -4.32757 1.14487 -4.61253
C -3.90182 -0.02149 -3.98329
C -3.54943 0.00177 -2.64173
H -1.63368 3.21677 -1.35758
H -0.92508 5.43689 -0.51705
H -1.63922 6.18816 1.72788
H -3.12363 4.76602 3.09931
H -3.87423 2.56690 2.23998
H -3.61334 -0.83861 1.90218
H -5.67553 -1.82436 2.89524
H -7.89566 -1.04698 2.12870
H -8.06943 0.75487 0.45062
H -6.02741 1.74657 -0.51833
H -4.11453 3.28982 -1.99886
H -4.73088 3.24197 -4.39128
H -4.61135 1.12261 -5.65890
H -3.84920 -0.94919 -4.54196
H -3.21507 -0.90138 -2.13996
Br 5.30854 3.56939 -1.75730
C 3.81643 2.52082 -1.25774
C 2.61046 3.14161 -0.97706
C 1.51028 2.35363 -0.65544
C 1.59875 0.95992 -0.59599
C 2.83130 0.37221 -0.85602
C 3.94040 1.14634 -1.18926
H 2.53300 4.22222 -1.00902
H 0.56689 2.85023 -0.44701
H 2.95081 -0.70515 -0.80248
H 4.89427 0.67738 -1.39474

Cartesian forces (eV/Å) of the 2 atoms listed first:
Ru 0.1 -1.3 0.2
C 0.0 0.0 0.0

Summary:
Net charge = +1
Maximum force = 1.72 eV/A
Energy above the lowest of the compared OMol25 structures with the same formula, charge and spin = 1.332 eV
Kohn-Sham gap (alpha / beta) = 6.17 / 6.20 eV
Expectation value of S² = 0.9930
E_LUMO (alpha / beta) = -3.910 / -3.713 eV
Spin multiplicity = 2